98
Properties=species:S:1:pos:R:3:forces:R:3 method="wB97M-V/def2-TZVPD" e_homo_ev=-8.82 lumo_ev=0.41 smiles="CN(C)C(=O)CB1OB(O)OB(CCCO)O1.C1CCOC1.C1CCOC1.C1CCOC1.C1CCOC1.C1CCOC1" homo_lumo_gap_ha=0.33935
C 2.5895 0.3813 4.0404 0.11 -0.07 -0.47
N 2.4607 -0.0698 2.6343 -0.23 0.43 0.28
C 3.2605 0.7813 1.7443 0.44 -0.08 -0.10
C 1.0597 0.0148 2.2904 0.12 -0.08 -0.01
O 0.4574 1.0618 2.2871 -0.03 0.03 0.00
C 0.4174 -1.3012 1.9754 -0.52 -0.06 -0.08
B -1.1189 -1.1602 1.6996 0.09 -0.14 -0.23
O -2.0518 -1.7120 2.5521 -0.02 -0.15 -0.04
B -3.3484 -1.4493 2.1599 -0.82 0.52 0.21
O -4.3439 -2.3908 2.1895 0.53 -0.47 -0.02
O -3.6452 -0.1572 1.7330 0.56 -0.50 -0.52
B -2.6659 0.3606 0.8872 -0.35 0.35 0.05
C -2.7805 1.8327 0.3710 0.31 -0.69 -0.21
C -2.1498 2.8616 1.3274 -0.55 0.25 -0.35
C -2.4389 2.6518 2.7955 0.61 0.47 0.40
O -1.7349 3.6295 3.5823 -0.01 -0.20 -0.21
O -1.5993 -0.4879 0.5818 0.34 0.44 0.49
H 2.6314 1.4711 4.1057 -0.17 0.09 0.10
H 1.7368 0.0208 4.6100 0.03 -0.05 0.18
H 3.5094 -0.0237 4.4545 0.03 -0.08 0.06
H 4.1147 1.1683 2.2968 0.06 -0.04 0.07
H 2.7157 1.6454 1.3568 -0.14 0.02 0.08
H 3.6670 0.2025 0.9160 -0.13 -0.07 -0.10
H 0.5976 -1.9983 2.7928 0.27 -0.05 -0.01
H 0.9213 -1.7128 1.0990 0.21 -0.07 0.07
H -4.6926 -2.5750 1.3104 -0.33 0.22 0.25
H -2.2491 1.9110 -0.5782 -0.09 0.04 -0.12
H -3.8270 2.0358 0.1586 -0.08 0.25 0.15
H -1.0772 2.9080 1.1475 0.15 -0.18 0.19
H -2.5439 3.8443 1.0644 0.08 0.10 -0.03
H -2.1160 1.6637 3.1369 -0.17 -0.17 -0.11
H -3.4904 2.8024 3.0268 -0.12 -0.18 0.01
H -0.7997 3.4999 3.3786 -0.07 0.06 0.10
C -5.4726 5.3337 -2.8330 -0.08 -0.01 0.04
C -4.9455 6.1798 -1.6775 0.07 0.02 -0.04
C -4.6670 5.1194 -0.6209 -0.09 -0.06 0.00
O -4.3059 3.9283 -1.3296 -0.09 0.20 -0.08
C -4.6076 4.0862 -2.7175 0.09 -0.01 0.00
H -5.3887 5.8156 -3.8060 0.02 0.01 0.00
H -6.5223 5.0827 -2.6657 0.00 -0.01 -0.01
H -4.0169 6.6757 -1.9686 0.00 0.00 0.01
H -5.6445 6.9410 -1.3349 -0.02 -0.01 0.00
H -5.5589 4.9115 -0.0206 0.00 0.04 0.02
H -3.8557 5.3957 0.0522 0.02 -0.04 0.01
H -3.6680 4.2026 -3.2688 -0.03 0.01 -0.04
H -5.1090 3.1863 -3.0763 0.02 -0.03 0.03
C -4.8720 0.0558 6.1933 0.04 0.06 0.06
C -6.1113 0.7528 6.7502 -0.05 -0.05 -0.04
C -5.9767 2.1456 6.1474 0.09 0.03 0.03
O -5.3172 1.9783 4.8925 0.00 -0.01 0.00
C -4.7853 0.6553 4.7966 -0.14 -0.08 -0.02
H -4.9455 -1.0307 6.1810 -0.02 0.00 -0.01
H -3.9921 0.3324 6.7786 0.00 0.00 -0.01
H -7.0147 0.2651 6.3770 0.00 0.01 0.00
H -6.1571 0.7673 7.8383 0.02 0.01 0.00
H -5.3638 2.7951 6.7820 -0.03 -0.01 0.03
H -6.9382 2.6331 5.9814 0.01 0.01 -0.03
H -5.3914 0.0900 4.0805 0.04 -0.06 0.01
H -3.7657 0.7063 4.4172 0.01 0.06 -0.01
C 3.2552 -2.0370 -3.5913 -0.13 -0.10 0.03
C 2.3978 -0.8105 -3.2877 0.05 0.04 -0.03
C 2.6492 -0.6206 -1.7979 -0.04 -0.05 0.04
O 3.9758 -1.0873 -1.5505 0.00 -0.01 0.02
C 4.4597 -1.7985 -2.6951 0.04 0.09 -0.04
H 3.5305 -2.1340 -4.6382 0.05 0.03 0.00
H 2.7294 -2.9462 -3.2854 0.00 0.01 0.01
H 2.7689 0.0518 -3.8461 0.00 0.00 0.00
H 1.3425 -0.9409 -3.5241 0.00 -0.01 0.02
H 1.9536 -1.2186 -1.1980 -0.09 0.04 -0.02
H 2.5694 0.4192 -1.4774 0.03 0.00 0.01
H 5.2082 -1.1822 -3.2027 0.00 -0.04 -0.05
H 4.9371 -2.7220 -2.3641 0.00 0.01 0.05
C 2.2556 -5.6342 -0.3440 0.08 -0.02 0.00
C 2.0586 -6.2310 1.0471 -0.08 0.00 -0.01
C 2.4898 -5.0746 1.9390 0.09 0.04 0.01
O 2.1614 -3.8752 1.2336 -0.01 -0.16 -0.08
C 1.8295 -4.1903 -0.1199 -0.07 0.02 0.02
H 1.6752 -6.1287 -1.1217 -0.02 0.00 0.01
H 3.3101 -5.6766 -0.6254 0.00 0.01 0.00
H 1.0039 -6.4631 1.2107 0.00 0.00 0.01
H 2.6375 -7.1363 1.2231 0.02 0.00 -0.01
H 3.5704 -5.0909 2.1152 0.00 -0.04 0.02
H 1.9828 -5.0679 2.9047 -0.01 0.04 0.00
H 0.7464 -4.0740 -0.2534 0.01 -0.01 -0.05
H 2.3387 -3.4899 -0.7827 0.04 0.05 0.03
C 7.4481 -1.2681 -7.3248 -0.01 -0.08 -0.03
C 6.2417 -0.8395 -8.1566 0.01 0.08 0.03
C 5.0931 -1.4662 -7.3779 0.02 -0.07 0.00
O 5.4981 -1.4808 -6.0065 0.03 0.01 -0.04
C 6.8929 -1.1790 -5.9099 -0.01 0.08 0.01
H 8.3274 -0.6430 -7.4711 -0.01 0.02 0.00
H 7.7192 -2.2994 -7.5606 0.01 0.00 0.01
H 6.1515 0.2488 -8.1531 -0.01 0.00 0.00
H 6.2798 -1.1743 -9.1919 0.01 -0.02 0.00
H 4.9105 -2.4970 -7.7003 -0.01 0.01 -0.04
H 4.1614 -0.9061 -7.4676 -0.01 0.00 0.04
H 7.0049 -0.1685 -5.5026 0.04 0.00 0.00
H 7.3620 -1.8825 -5.2214 -0.04 -0.01 0.02